This record from OMol25 describes a cluster of 2 separate species, C4H13N2OS in total at a distorted geometry. The level of theory is ωB97M-V with the def2-TZVPD basis set.

XYZ file:
```
21
Properties=species:S:1:pos:R:3
C -0.927 -0.057 -0.989
N 0.520 -0.126 -1.208
C 1.385 -0.164 0.021
C 1.341 1.150 0.820
S 1.011 2.670 -0.142
C -1.314 -0.075 0.462
N -2.248 1.006 0.941
H -1.324 -0.700 -1.702
H -1.370 0.881 -1.410
H 0.796 0.722 -1.814
H 1.146 -0.975 0.602
H 2.374 -0.245 -0.396
H 0.533 1.106 1.545
H 2.360 1.163 1.294
H -1.779 -1.157 0.747
H -0.359 0.000 1.126
H -3.214 1.167 0.402
H -1.938 1.946 0.902
H -0.066 -4.969 0.051
H 0.332 -6.304 -0.110
O -0.559 -5.829 0.127
```

Values from the calculation:
* F_max: 4.85 eV/Å
* lowest unoccupied orbital energy: 0.0991 hartree
* ΔE to the lowest compared entry with this formula, charge and spin: 63.50 kcal/mol
* DFT total energy: -743.07789 hartree
* HOMO: -2.66 eV
* multiplicity: 1
* net charge: -1


This record from OMol25 describes an isolated molecule of C2H4Cl2N2 at a distorted geometry. The level of theory is ωB97M-V with the def2-TZVPD basis set.

XYZ file:
```
10
Properties=species:S:1:pos:R:3
C -0.196 0.294 -0.330
C 0.627 0.254 1.036
H -1.032 -0.907 -1.588
H -0.054 -1.704 -0.421
H -1.046 1.331 -1.547
H 0.792 1.286 1.383
N -0.204 -0.898 -1.021
N -0.713 1.399 -0.583
Cl 2.133 -0.680 0.711
Cl -0.308 -0.375 2.358
```

Values from the calculation:
* F_max: 3.72 eV/Å
* lowest unoccupied orbital energy: 0.0283 hartree
* SMILES string: [H]/N=C(\N)C(Cl)Cl
* ΔE to the lowest compared entry with this formula, charge and spin: 0.66 kcal/mol
* DFT total energy: -1108.49443 hartree
* HOMO: -10.01 eV
* multiplicity: 1


This record from OMol25 describes a structure of composition C8H18NO7S2 at a distorted geometry. The level of theory is ωB97M-V with the def2-TZVPD basis set.

XYZ file:
```
36
Properties=species:S:1:pos:R:3
C 3.505 -1.518 0.643
C 2.997 -0.066 0.160
O 2.840 0.821 1.315
C 1.425 0.824 1.612
O 1.030 0.024 2.469
C 0.475 1.878 0.842
C -0.604 0.990 0.025
C -2.128 1.393 0.298
S -2.736 1.059 2.009
O -3.896 2.015 2.292
O -1.688 1.376 3.069
N -3.242 -0.548 2.291
S -3.578 -1.388 0.850
C -4.948 -0.629 -0.161
O -4.114 -2.754 1.272
O -2.343 -1.690 -0.001
H 2.659 -2.282 0.535
H 3.851 -1.534 1.728
H 4.361 -1.821 -0.055
H 3.748 0.441 -0.532
H 2.014 -0.138 -0.437
H 1.176 2.426 0.113
H -0.029 2.608 1.568
H -0.365 -0.107 0.190
H -0.390 1.198 -1.089
H -2.771 0.953 -0.534
H -2.187 2.536 0.157
H -4.516 -0.351 -1.187
H -5.390 0.253 0.401
H -5.762 -1.413 -0.368
C 3.105 -0.784 -3.417
O 4.000 -0.459 -2.361
H 2.095 -0.501 -3.120
H 3.383 -0.235 -4.320
H 3.137 -1.860 -3.609
H 4.885 -0.719 -2.648
```

Values from the calculation:
* F_max: 5.86 eV/Å
* lowest unoccupied orbital energy: 0.0795 hartree
* ΔE to the lowest compared entry with this formula, charge and spin: 62.17 kcal/mol
* DFT total energy: -1693.33328 hartree
* HOMO: -5.43 eV
* multiplicity: 1
* net charge: -1


This record from OMol25 describes a cluster of 2 separate species, C3H4NOS in total at a distorted geometry. The level of theory is ωB97M-V with the def2-TZVPD basis set.

XYZ file:
```
10
Properties=species:S:1:pos:R:3
C -3.233 1.281 -0.070
C 2.237 -0.551 -0.022
C 0.852 -0.913 -0.024
N -2.197 0.807 0.108
O 2.254 0.727 0.053
S 0.538 0.911 -0.062
H -4.320 1.435 -0.126
H 3.103 -1.191 -0.172
H 0.298 -1.592 -0.675
H 0.468 -0.914 0.992
```

Values from the calculation:
* F_max: 2.02 eV/Å
* lowest unoccupied orbital energy: -0.2146 hartree
* ΔE to the lowest compared entry with this formula, charge and spin: 32.76 kcal/mol
* DFT total energy: -644.49913 hartree
* HOMO: -14.90 eV
* multiplicity: 1
* net charge: +1


This record from OMol25 describes a cluster of 2 separate species, C4H3FNO2 in total at a distorted geometry. The level of theory is ωB97M-V with the def2-TZVPD basis set.

XYZ file:
```
11
Properties=species:S:1:pos:R:3
C -0.695 1.554 -0.654
C 0.600 0.540 1.422
C 0.292 -1.494 -0.940
C -0.593 0.583 0.319
N -0.705 2.378 -1.469
O 1.170 1.618 1.543
O 0.731 -0.540 1.974
F -1.760 0.043 0.763
H 0.043 -1.127 -1.917
H -0.370 -2.179 -0.458
H 1.288 -1.375 -0.582
```

Values from the calculation:
* F_max: 3.09 eV/Å
* lowest unoccupied orbital energy (spin up / spin down): 0.1267 / 0.1239 hartree
* ΔE to the lowest compared entry with this formula, charge and spin: 94.13 kcal/mol
* DFT total energy: -459.27205 hartree
* HOMO (spin up / spin down): -4.46 / -4.75 eV
* multiplicity: 1
* net charge: -1


This record from OMol25 describes a structure of composition C4H13NS. The level of theory is ωB97M-V with the def2-TZVPD basis set.

XYZ file:
```
19
Properties=species:S:1:pos:R:3
C 2.082 1.799 -1.508
C 2.347 0.705 -0.478
C 1.090 -0.026 -0.048
S -0.037 1.043 0.970
H 1.543 1.351 -2.353
H 3.022 2.164 -1.930
H 1.452 2.600 -1.133
H 3.055 -0.016 -0.901
H 2.797 1.129 0.427
H 1.319 -0.914 0.539
H 0.532 -0.352 -0.930
C -2.510 -1.728 1.413
N -2.357 -0.687 0.411
H -3.235 -2.487 1.102
H -1.543 -2.187 1.607
H -2.855 -1.312 2.357
H -3.198 -0.105 0.321
H -2.195 -1.055 -0.536
H -1.308 0.078 0.669
```

Values from the calculation:
* F_max: 0.83 eV/Å
* lowest unoccupied orbital energy (spin up / spin down): 0.1400 / 0.1391 hartree
* ΔE to the lowest compared entry with this formula, charge and spin: 6.66 kcal/mol
* DFT total energy: -613.07241 hartree
* HOMO (spin up / spin down): 0.75 / -4.11 eV
* multiplicity: 2
* net charge: -1